[1]
Here is one molecule with the formula C2H2N2O3S at a distorted geometry from OMol25. Energies are from ωB97M-V with the def2-TZVPD basis set.

The geometry in XYZ format:
```
10
Properties=species:S:1:pos:R:3:nbo_charge:R:1
C -1.2144 0.9828 0.4890 0.064
C 1.0250 0.6555 0.2169 0.600
N -1.3509 -0.1254 0.1684 0.012
N -1.0774 -1.1220 -0.4281 -0.580
O 0.9787 0.0071 -0.8745 -0.666
O 0.6295 -2.4628 -1.6294 -0.858
O 1.1975 0.1548 1.3036 -0.637
S 0.4509 -1.7150 -0.4481 1.658
H -1.3804 1.8484 1.1352 0.273
H 0.7416 1.7767 0.0671 0.133
```

Computed properties:
* multiplicity: 1
* energy above the lowest of the compared OMol25 structures with the same formula, charge and spin: 513.9 kJ/mol
* HOMO-LUMO gap: 9.87 eV
* net charge: 0
* DFT total energy: -810.6560 Ha

[2]
Here is C2H8N4O as an isolated structure at a distorted geometry from OMol25. Energies are from ωB97M-V with the def2-TZVPD basis set.

The geometry in XYZ format:
```
15
Properties=species:S:1:pos:R:3:nbo_charge:R:1
C -1.2011 -0.2384 0.1011 0.589
C 0.6444 0.2571 0.2432 0.530
N -1.7401 0.5747 -0.8046 -0.722
N 1.0040 1.4083 0.6303 -0.758
N -1.7127 -1.2935 0.6536 -0.725
N 1.4004 -0.6722 -0.2641 -0.245
O 2.7415 -0.5008 -0.2199 -0.527
H -1.1601 1.2482 -1.1913 0.436
H -2.7589 0.7418 -1.0367 0.477
H 0.5221 2.1209 1.2141 0.485
H 2.0959 1.6413 0.7313 0.495
H -1.5427 -1.9515 1.4486 0.510
H -2.7125 -1.3750 0.2686 0.455
H 1.1660 -1.5977 -0.7151 0.463
H 3.2535 -0.3633 -1.0590 0.537
```

Computed properties:
* multiplicity: 1
* energy above the lowest of the compared OMol25 structures with the same formula, charge and spin: 182.7 kJ/mol
* HOMO-LUMO gap: 11.00 eV
* net charge: +2
* DFT total energy: -374.5086 Ha

[3]
Here is an isolated ion of composition C2H4O2P and charge -1 at a distorted geometry from OMol25. Energies are from ωB97M-V with the def2-TZVPD basis set.

The geometry in XYZ format:
```
9
Properties=species:S:1:pos:R:3:nbo_charge:R:1
C 1.0356 -0.3815 -2.1804 0.638
C 0.7320 0.6111 0.5923 -1.201
O 2.2021 -0.5333 -1.8754 -0.720
O 0.4289 -0.2501 -3.2284 -0.734
P -0.1050 -0.2432 -0.6173 0.800
H 1.7383 0.1936 0.6574 0.223
H 0.2301 0.5892 1.5666 0.184
H -1.2094 0.5110 -1.0317 -0.075
H -0.9118 -1.4466 -0.5769 -0.116
```

Computed properties:
* multiplicity: 1
* energy above the lowest of the compared OMol25 structures with the same formula, charge and spin: 216.0 kJ/mol
* HOMO-LUMO gap: 8.01 eV
* net charge: -1
* DFT total energy: -570.4282 Ha
* SMILES string: C=[PH2]C(=O)[O-]

[4]
Here is an isolated ion of composition C2HBrClO5P and charge -2 at a distorted geometry from OMol25. Energies are from ωB97M-V with the def2-TZVPD basis set.

The geometry in XYZ format:
```
11
Properties=species:S:1:pos:R:3:nbo_charge:R:1
C -1.6839 0.2924 0.2227 0.787
C -0.2255 1.1096 0.8499 0.026
O -2.6537 0.4273 0.9856 -0.788
O 3.1082 2.0558 0.1758 -1.145
O -1.5952 -0.1913 -0.9173 -0.758
O 2.8563 0.2185 1.9750 -1.162
O 0.9416 0.6050 0.3563 -0.842
P 2.6204 0.7519 0.6032 2.279
Cl -0.4019 2.8340 0.4141 -0.160
Br 3.3254 -0.7360 -0.8899 -0.391
H -0.2272 0.9922 1.8729 0.155
```

Computed properties:
* multiplicity: 1
* energy above the lowest of the compared OMol25 structures with the same formula, charge and spin: 0.0 kJ/mol
* HOMO-LUMO gap: 6.47 eV
* net charge: -2
* DFT total energy: -3828.7419 Ha
* SMILES string: O=C([O-])[C@H](Cl)O[P@@](=O)([O-])Br

[5]
Here is a 3-piece molecular cluster, C3H5NO2 overall at a distorted geometry from OMol25. Energies are from ωB97M-V with the def2-TZVPD basis set.

The geometry in XYZ format:
```
11
Properties=species:S:1:pos:R:3:nbo_charge:R:1
N 2.4040 0.8740 0.2001 -0.346
C 2.1076 0.2264 -0.7085 0.079
O -0.3099 -1.2943 -1.2449 -0.548
C -0.7473 -1.5455 -0.1454 0.293
C -0.8228 1.3744 0.6594 0.281
O -1.5669 0.7170 1.3474 -0.522
H 0.0804 1.8605 1.0654 0.135
H 1.7696 -0.3890 -1.5202 0.259
H -0.1032 -1.5664 0.7537 0.124
H -1.8178 -1.7536 0.0220 0.131
H -0.9937 1.4966 -0.4289 0.113
```

Computed properties:
* multiplicity: 1
* energy above the lowest of the compared OMol25 structures with the same formula, charge and spin: 295.7 kJ/mol
* HOMO-LUMO gap: 10.93 eV
* net charge: 0
* DFT total energy: -322.4617 Ha
* SMILES string: C#N.C=O.C=O

[6]
Here is C17H11Cl4MnN2O6S4 as an isolated structure at a distorted geometry from OMol25. Energies are from ωB97M-V with the def2-TZVPD basis set.

The geometry in XYZ format:
```
45
Properties=species:S:1:pos:R:3:lowdin_spin:R:1
Mn -0.3311 -0.0710 0.4595 3.298
Cl -3.0998 -5.1538 3.7586 -0.001
C -2.6305 -3.5722 3.2422 -0.003
C -2.9691 -2.4577 4.0084 -0.005
Cl -3.8416 -2.6489 5.4885 -0.002
C -2.6035 -1.1781 3.5826 -0.001
Cl -3.0260 0.2403 4.4694 0.000
C -1.8727 -1.0372 2.4187 0.002
O -1.4257 0.1129 1.9129 0.017
C -1.5361 -2.1532 1.6443 0.000
O -0.8620 -1.8734 0.5305 -0.026
C -1.9135 -3.4211 2.0523 -0.004
Cl -1.4949 -4.7638 1.0572 -0.001
C 3.3852 1.0536 -9.9565 0.000
C 2.6396 0.9947 -8.6436 0.001
O 2.5426 1.9236 -7.8935 0.000
S 1.9357 -0.6292 -8.3466 0.002
C 1.4110 -0.5150 -6.6598 0.010
C 0.4022 0.3621 -6.2811 -0.002
C 0.0290 0.4458 -4.9506 0.012
C 0.6389 -0.3594 -3.9865 0.010
C 1.6346 -1.2551 -4.3821 0.012
C 2.0269 -1.3233 -5.7088 -0.002
C 0.2792 -0.2615 -2.6012 0.073
C 0.0292 -0.1709 -1.4212 -0.092
H 3.2863 2.0472 -10.3882 0.000
H 3.0299 0.2947 -10.6534 0.000
H 4.4405 0.8651 -9.7516 0.000
H -0.0822 0.9798 -7.0256 0.000
H -0.7449 1.1376 -4.6437 0.001
H 2.1091 -1.8725 -3.6313 0.001
H 2.8129 -2.0033 -6.0118 0.000
O 4.4774 -0.5050 0.3202 -0.005
S 3.5162 0.5049 -0.0294 0.011
O 3.7733 1.8117 0.5851 0.004
O 3.1126 0.5806 -1.4094 0.000
S 1.8000 -0.1853 1.1154 -0.257
N 1.3780 2.9972 1.3959 -0.003
C 0.8410 2.8026 0.1912 0.000
N 1.6092 2.9810 -0.8782 0.000
S -0.8205 2.3955 0.0098 -0.053
H 2.3765 2.8305 1.4796 0.000
H 0.7951 2.7371 2.1744 0.000
H 2.6136 2.8739 -0.7466 0.000
H 1.2423 2.5996 -1.7380 0.000
```

Computed properties:
* multiplicity: 4
* energy above the lowest of the compared OMol25 structures with the same formula, charge and spin: 23.5 kJ/mol
* HOMO-LUMO gap (alpha / beta): 5.55 / 7.60 eV
* net charge: -1
* DFT total energy: -5800.0067 Ha

[7]
Here is C22H33MoN3O7P2 as an isolated structure at a distorted geometry from OMol25. Energies are from ωB97M-V with the def2-TZVPD basis set.

The geometry in XYZ format:
```
68
Properties=species:S:1:pos:R:3:lowdin_spin:R:1
Mo -0.4012 -0.1228 -0.8511 1.536
P -1.1661 -2.5518 -1.2422 0.025
P -0.0696 2.4989 -0.9911 -0.003
N 0.2927 -0.1493 -2.5524 0.104
H -2.9472 -0.7768 0.9993 0.000
C -2.7870 -2.9118 -1.9806 -0.002
H -2.9596 -3.9987 -1.9787 -0.001
H -2.8098 -2.5218 -3.0074 0.000
H -3.5616 -2.4091 -1.3822 0.000
C -1.1958 -3.4978 0.3179 0.004
H -1.5122 -4.5371 0.1483 0.000
H -1.8941 -3.0002 1.0037 0.000
H -0.1894 -3.4791 0.7543 0.000
C 0.0991 -3.3960 -2.2445 0.010
H -0.0321 -4.4843 -2.1685 0.001
H 1.0946 -3.1150 -1.8735 0.002
H 0.0127 -3.0735 -3.2901 0.001
C -1.3161 3.6679 -1.6322 -0.003
H -0.9601 4.7065 -1.5470 -0.001
H -2.2437 3.5414 -1.0565 0.000
H -1.5064 3.4267 -2.6873 0.000
C 0.2322 3.0893 0.7173 0.002
H 0.3979 4.1768 0.7074 0.000
H 1.1104 2.5857 1.1457 0.000
H -0.6522 2.8555 1.3271 0.000
C 1.4737 2.9123 -1.8774 0.001
H 1.7500 3.9625 -1.7034 0.000
H 1.3192 2.7352 -2.9503 0.000
H 2.2710 2.2477 -1.5175 0.000
C 1.0236 -0.2694 -3.6806 0.006
C 1.2529 -0.4003 -6.1253 -0.004
C 0.4646 -0.2105 -4.9992 0.050
C 2.4293 -0.4966 -3.6118 0.050
C 3.1925 -0.6806 -4.7550 -0.003
C 2.6280 -0.6372 -6.0309 0.064
H 0.8077 -0.3728 -7.1199 -0.002
H -0.6060 -0.0304 -5.1089 0.003
H 2.8953 -0.5424 -2.6271 0.003
H 4.2590 -0.8694 -4.6640 -0.002
H 3.2426 -0.7861 -6.9230 0.004
C -3.0700 0.3209 0.8573 0.007
O -2.1241 0.6972 -0.1457 0.072
C -4.4953 0.5792 0.3323 0.000
H -5.1468 0.9823 1.1206 0.000
H -4.9538 -0.3697 0.0351 0.000
H -4.5207 1.2731 -0.5215 0.000
C -2.8169 0.9924 2.2053 0.001
H -3.1532 2.0411 2.2028 0.000
H -1.7641 0.9447 2.5031 0.000
H -3.3971 0.4408 2.9616 0.000
O -0.4668 -1.0119 1.4328 0.020
C 0.6779 -0.4703 1.5816 0.024
O 1.3234 0.0126 0.5749 0.021
C 1.2644 -0.3439 2.9468 0.000
C 2.4034 0.4573 3.0736 0.003
C 2.9270 0.7312 4.3529 0.000
C 2.3450 0.1639 5.5011 0.004
C 1.2209 -0.6756 5.3533 0.000
C 0.6796 -0.9412 4.0760 0.004
N 0.5575 -1.2391 6.5100 0.000
O 0.9846 -0.9941 7.6588 0.000
O -0.4448 -1.9640 6.2873 0.000
N 4.0484 1.6350 4.4720 0.000
O 4.5306 2.1230 3.4214 0.000
O 4.4955 1.8857 5.6162 0.000
H 2.8777 0.8611 2.1871 0.000
H 2.7546 0.3901 6.4838 0.000
H -0.1758 -1.6071 3.9778 0.000
```

Computed properties:
* multiplicity: 3
* HOMO-LUMO gap (alpha / beta): 4.41 / 5.53 eV
* net charge: 0
* DFT total energy: -2299.8057 Ha

> What is the net charge in the sixth record?

-1

> DFT total energy of number 2 (C2H8N4O)?

-374.5086 Ha

> Number 6 is which compound?

C17H11Cl4MnN2O6S4